Entry 1:
DFT (ωB97M-V/def2-TZVPD) results for an isolated molecule of C4H5NO2.

Last column: Mulliken charge in e.
CARTESIAN COORDINATES (ANGSTROEM)
H1 -2.19 0.73 0.14  0.273
N1 -1.75 -0.06 -0.35  -0.649
C1 -0.52 0.21 -0.47  0.463
C2 -0.07 1.36 0.44  0.020
O1 0.56 2.35 0.20  -0.474
C3 0.53 -0.76 -0.96  -0.407
C4 0.88 -1.01 0.50  -0.006
O2 1.39 -0.16 1.20  -0.452
H2 -0.68 1.16 1.37  0.313
H3 0.13 -1.64 -1.47  0.292
H4 1.33 -0.28 -1.54  0.289
H5 0.40 -1.89 0.95  0.337

orbital gap: 9.851 eV
ΔE to the lowest compared entry with this formula, charge and spin: 61.6 kcal/mol
HOMO: -9.909 eV
SMILES string: [H]/N=C(\C=O)CC=O

Entry 2:
DFT (ωB97M-V/def2-TZVPD) results for a cluster of 11 separate species, C23H53N7O18 in total.

Last column: Mulliken charge in e.
CARTESIAN COORDINATES (ANGSTROEM)
C1 7.84 7.21 15.81  -0.829
N1 7.66 8.57 15.15  0.777
O1 8.55 9.37 15.24  -0.317
O2 6.67 8.72 14.50  -0.572
H1 7.64 6.47 15.06  0.317
H2 7.06 7.15 16.57  0.285
H3 8.85 7.18 16.26  0.290
C2 15.48 11.83 12.74  -0.951
N2 14.52 10.74 12.33  1.085
O3 13.64 11.06 11.51  -0.546
O4 14.67 9.63 12.74  -0.603
H4 15.02 12.79 12.61  0.278
H5 16.34 11.80 12.06  0.397
H6 15.83 11.65 13.75  0.270
C3 11.56 14.08 20.11  -0.866
N3 11.35 12.65 19.83  1.032
O5 10.49 12.39 19.07  -0.513
O6 12.06 11.84 20.40  -0.569
H7 10.97 14.66 19.42  0.315
H8 12.61 14.40 19.99  0.305
H9 11.34 14.18 21.16  0.305
C4 9.92 9.14 19.24  -0.259
N4 9.77 7.77 19.82  1.010
O7 9.26 7.70 20.93  -0.584
O8 10.16 6.82 19.17  -0.559
H10 9.03 9.75 19.47  0.395
H11 10.17 9.07 18.19  -0.183
H12 10.78 9.64 19.78  0.203
C5 11.20 8.27 12.82  -0.323
N5 10.96 7.73 14.20  0.720
O9 11.12 8.51 15.13  -0.345
O10 10.55 6.59 14.31  -0.601
H13 12.04 8.97 12.91  -0.222
H14 10.29 8.78 12.50  0.266
H15 11.44 7.45 12.16  0.337
C6 7.67 11.73 12.81  -0.162
N6 6.96 13.03 12.85  0.907
O11 7.59 14.07 12.90  -0.545
O12 5.73 13.03 12.93  -0.559
H16 6.97 11.05 12.31  0.360
H17 7.70 11.31 13.82  0.128
H18 8.60 11.71 12.28  -0.131
C7 10.93 11.81 15.74  -0.485
N7 11.59 11.66 14.37  0.835
O13 10.97 11.36 13.44  -0.274
O14 12.78 11.97 14.33  0.098
H19 9.93 11.37 15.80  0.176
H20 10.87 12.88 15.92  0.305
H21 11.58 11.32 16.46  -0.234
C8 13.83 14.28 16.40  0.583
C9 14.11 15.47 15.47  -0.680
C10 14.97 14.83 14.41  0.228
O15 15.85 13.93 15.06  -0.514
C11 15.08 13.38 16.17  -0.189
H22 12.96 13.76 15.97  -0.656
H23 13.56 14.58 17.40  0.244
H24 14.65 16.26 15.99  0.370
H25 13.19 15.90 15.02  0.061
H26 15.53 15.57 13.83  0.448
H27 14.25 14.30 13.74  -0.444
H28 15.74 13.36 17.01  0.515
H29 14.75 12.37 16.03  -0.142
C12 11.27 9.55 8.13  -0.776
C13 11.39 10.75 9.02  -0.522
C14 10.87 10.23 10.36  1.218
O16 10.07 9.01 10.10  -0.458
C15 10.09 8.75 8.66  -0.474
H30 12.21 9.05 8.19  0.281
H31 11.10 9.84 7.09  0.407
H32 10.69 11.55 8.72  0.307
H33 12.39 11.24 9.06  0.295
H34 10.13 10.93 10.77  -0.587
H35 11.68 10.02 11.04  -0.217
H36 9.16 9.18 8.23  0.252
H37 10.14 7.68 8.44  0.330
C16 10.06 15.93 12.93  -0.768
C17 9.51 16.63 14.16  -0.861
C18 9.54 15.57 15.23  -0.525
O17 10.76 14.86 14.97  -0.078
C19 10.86 14.71 13.52  0.677
H38 10.68 16.65 12.41  0.345
H39 9.35 15.57 12.20  0.365
H40 8.55 17.09 14.01  0.367
H41 10.20 17.44 14.40  0.342
H42 8.70 14.90 15.03  0.268
H43 9.53 16.02 16.24  0.339
H44 10.37 13.78 13.18  -0.469
H45 11.94 14.58 13.29  -0.047
C20 15.13 8.69 16.77  -0.874
C21 14.66 8.61 18.28  -0.858
C22 13.36 9.40 18.24  -0.193
O18 13.54 10.38 17.19  -0.186
C23 14.19 9.70 16.13  1.159
H46 15.10 7.73 16.23  0.413
H47 16.17 9.01 16.69  0.322
H48 15.41 9.09 18.89  0.307
H49 14.49 7.60 18.64  0.352
H50 13.12 9.98 19.11  0.307
H51 12.53 8.76 17.98  0.064
H52 14.70 10.37 15.46  -0.354
H53 13.44 9.11 15.59  -0.455

orbital gap: 9.528 eV
HOMO: -9.631 eV
SMILES string: C[N+](=O)[O-].C[N+](=O)[O-].C[N+](=O)[O-].C[N+](=O)[O-].C[N+](=O)[O-].C[N+](=O)[O-].C[N+](=O)[O-].C1CCOC1.C1CCOC1.C1CCOC1.C1CCOC1

Entry 3:
DFT (ωB97M-V/def2-TZVPD) results for an isolated molecule of C7H14OS3.

Last column: Mulliken charge in e.
CARTESIAN COORDINATES (ANGSTROEM)
C1 -2.87 2.85 -0.37  -1.216
C2 -2.68 1.36 -0.57  -0.186
C3 -2.54 0.62 0.70  -0.561
C4 -1.12 -1.40 -0.42  -0.671
C5 0.12 -0.98 0.36  -0.446
C6 0.96 0.01 0.01  -0.067
C7 4.41 -0.93 -0.88  -0.700
H1 -2.14 3.19 0.45  0.292
H2 -3.91 3.09 -0.06  0.332
H3 -2.74 3.41 -1.38  0.312
H4 -1.70 1.32 -1.05  0.030
H5 -3.47 0.88 -1.14  0.395
H6 -1.58 0.73 1.22  0.383
H7 -3.33 0.81 1.46  0.412
H8 -1.10 -2.50 -0.64  0.450
H9 -1.18 -1.00 -1.49  0.325
H10 0.37 -1.64 1.22  0.292
H11 0.80 0.81 -0.75  0.299
H12 5.15 -0.81 -1.67  0.314
H13 3.51 -1.40 -1.39  0.235
H14 4.77 -1.55 -0.03  0.261
O1 -3.67 -1.43 -0.71  -0.633
S1 -2.67 -1.17 0.39  0.352
S2 2.38 0.28 1.02  -0.116
S3 3.93 0.69 -0.29  -0.089

orbital gap: 9.305 eV
ΔE to the lowest compared entry with this formula, charge and spin: 14.7 kcal/mol
HOMO: -8.847 eV

Entry 4:
DFT (ωB97M-V/def2-TZVPD) results for an isolated molecule of C14H9ClN2O2S.

Last column: Mulliken charge in e.
CARTESIAN COORDINATES (ANGSTROEM)
Cl1 1.82 -1.78 -1.94  -0.134
C1 1.85 -2.83 -0.59  0.896
N1 2.45 -3.98 -0.74  -0.596
C2 2.44 -4.82 0.30  -0.158
N2 1.80 -4.60 1.45  -0.571
C3 1.17 -3.43 1.56  0.283
S1 0.35 -2.98 3.01  -0.247
C4 -0.09 -1.46 2.29  -0.380
C5 0.30 -1.36 0.97  -0.298
C6 -0.04 -0.13 0.14  0.596
C7 -1.26 -0.38 -0.74  -0.555
O1 -1.53 0.71 -1.65  -0.426
C8 -1.26 1.96 -1.12  0.408
C9 -1.45 3.10 -1.92  -0.608
C10 -1.14 4.37 -1.45  -0.537
C11 -0.80 4.52 -0.10  -0.459
C12 -0.57 3.38 0.70  -0.664
C13 -0.76 2.11 0.19  0.604
O2 -0.44 0.99 0.96  -0.393
C14 1.12 -2.49 0.56  -0.321
H1 2.89 -5.78 0.12  0.401
H2 -0.63 -0.66 2.84  0.455
H3 0.83 0.14 -0.49  0.444
H4 -1.14 -1.33 -1.30  0.380
H5 -2.13 -0.43 -0.06  0.316
H6 -1.68 2.99 -2.95  0.419
H7 -1.26 5.22 -2.09  0.394
H8 -0.64 5.52 0.32  0.341
H9 -0.22 3.44 1.73  0.413

orbital gap: 8.431 eV
HOMO: -8.507 eV
SMILES string: Clc1ncnc2scc([C@H]3COc4ccccc4O3)c12

Entry 5:
DFT (ωB97M-V/def2-TZVPD) results for a cluster of 7 separate species, H14O7 in total.

Last column: Mulliken charge in e.
CARTESIAN COORDINATES (ANGSTROEM)
O1 -2.77 -1.16 -0.07  -0.654
H1 -3.55 -1.71 0.16  0.288
H2 -3.03 -0.19 0.00  0.338
O2 -2.04 1.47 -0.54  -0.562
H3 -1.13 1.76 -0.46  0.363
H4 -2.54 2.29 -0.69  0.269
O3 -0.46 -0.14 1.61  -0.729
H5 -1.40 -0.03 1.72  0.335
H6 -0.12 0.73 1.12  0.474
O4 2.20 -1.83 -0.19  -0.770
H7 1.43 -1.25 0.07  0.543
H8 1.90 -2.00 -1.11  0.318
O5 3.26 0.70 -0.06  -0.758
H9 3.84 0.95 0.72  0.328
H10 3.08 -0.32 -0.01  0.441
O6 0.75 1.59 -0.18  -0.862
H11 0.55 0.70 -0.54  0.376
H12 1.72 1.53 -0.08  0.425
O7 -0.17 -1.03 -0.73  -0.849
H13 -1.15 -1.08 -0.99  0.323
H14 -0.37 -0.98 0.25  0.363

orbital gap: 11.242 eV
ΔE to the lowest compared entry with this formula, charge and spin: 31.7 kcal/mol
HOMO: -10.918 eV
SMILES string: O.O.O.O.O.O.O

Entry 6:
DFT (ωB97M-V/def2-TZVPD) results for a cluster of 2 separate species, C5H12OS2 in total.

Last column: Mulliken charge in e.
CARTESIAN COORDINATES (ANGSTROEM)
C1 2.81 -2.60 0.96  -0.781
C2 2.10 -2.13 -0.05  -0.175
C3 1.54 -0.74 -0.08  -0.151
O1 1.04 -0.48 -1.38  -0.555
H1 3.17 -3.62 0.93  0.253
H2 3.08 -2.03 1.84  0.263
H3 1.89 -2.77 -0.90  0.290
H4 0.73 -0.66 0.67  0.215
H5 2.32 -0.02 0.19  0.355
H6 0.58 0.38 -1.37  0.251
C4 -1.63 2.75 0.62  -1.134
C5 -2.37 1.50 0.17  -0.320
S1 -1.91 1.12 -1.56  -0.163
S2 -2.38 -0.89 -1.71  -0.196
H7 -1.89 3.63 0.03  0.323
H8 -0.54 2.61 0.54  0.297
H9 -1.85 2.99 1.66  0.332
H10 -3.44 1.65 0.19  0.382
H11 -2.13 0.64 0.78  0.333
H12 -1.12 -1.31 -1.53  0.180

orbital gap: 9.739 eV
ΔE to the lowest compared entry with this formula, charge and spin: 23.3 kcal/mol
HOMO: -9.200 eV
SMILES string: C=CCO.CCSS

Entry 7:
DFT (ωB97M-V/def2-TZVPD) results for a cluster of 4 separate species, C18H16Cl5O6 in total.

Last column: Mulliken charge in e.
CARTESIAN COORDINATES (ANGSTROEM)
Cl1 2.28 3.13 0.63  1.724
O1 2.28 2.94 -0.80  -0.646
O2 3.26 2.30 1.27  -0.707
O3 2.58 4.49 0.94  -0.712
O4 0.95 2.76 1.07  -0.642
Cl2 -2.75 5.23 0.15  -0.227
C1 -1.31 4.40 -0.56  -0.224
C2 -1.32 4.56 -2.06  -0.272
Cl3 -1.54 6.22 -2.70  -0.219
H1 -1.32 3.35 -0.31  0.243
H2 -0.43 4.83 -0.09  0.202
H3 -2.07 3.93 -2.53  0.327
H4 -0.41 4.17 -2.53  0.157
Cl4 2.00 2.99 -5.28  -0.203
C3 2.16 1.30 -4.81  -0.418
C4 2.74 1.18 -3.43  -0.283
Cl5 3.25 -0.49 -3.09  -0.236
H5 2.90 0.88 -5.50  0.296
H6 1.23 0.76 -4.92  0.318
H7 2.08 1.54 -2.64  0.211
H8 3.66 1.75 -3.35  0.334
C5 1.53 -0.09 3.14  -0.410
C6 0.94 -0.64 4.30  -0.536
C7 0.06 -1.69 4.22  -0.695
C8 -0.35 -2.12 2.96  0.568
C9 0.19 -1.54 1.81  0.253
C10 1.21 -0.59 1.89  -0.768
C11 -0.26 -2.01 0.49  0.575
O5 0.23 -1.54 -0.52  -0.725
C12 -1.31 -3.04 0.41  0.011
C13 -1.85 -3.45 -0.80  -0.218
C14 -2.80 -4.47 -0.92  -0.698
C15 -3.22 -5.10 0.25  -0.291
C16 -2.74 -4.70 1.49  -0.698
C17 -1.81 -3.66 1.57  0.503
C18 -1.27 -3.30 2.91  0.349
O6 -1.56 -3.93 3.90  -0.663
H9 2.23 0.74 3.21  0.476
H10 1.22 -0.15 5.23  0.377
H11 -0.36 -2.08 5.14  0.416
H12 1.67 -0.22 0.99  0.531
H13 -1.61 -2.99 -1.75  0.426
H14 -3.23 -4.64 -1.89  0.392
H15 -3.98 -5.86 0.10  0.350
H16 -3.11 -5.15 2.40  0.455

charge: -1
orbital gap: 7.613 eV
ΔE to the lowest compared entry with this formula, charge and spin: 0.0 kcal/mol
HOMO: -6.566 eV

Entry 8:
DFT (ωB97M-V/def2-TZVPD) results for a structure of composition C11H30AuN2P2Se.

Last column: Mulliken spin population.
CARTESIAN COORDINATES (ANGSTROEM)
Au1 -0.25 0.25 -1.34  0.522
H1 2.31 0.48 0.28  0.002
H2 2.22 -0.26 0.35  0.010
P1 0.04 2.59 -1.56  0.095
P2 -0.08 -2.12 -1.57  0.079
C1 -1.32 -3.04 -0.60  0.007
H3 -1.31 -4.11 -0.90  0.007
H4 -1.07 -2.96 0.47  0.000
H5 -2.32 -2.62 -0.80  -0.001
C2 -0.39 -2.57 -3.31  0.025
H6 0.40 -2.12 -3.94  -0.015
H7 -0.42 -3.66 -3.47  0.003
H8 -1.36 -2.13 -3.61  -0.010
C3 1.48 -3.00 -1.16  0.012
H9 1.68 -2.88 -0.08  0.001
H10 1.40 -4.08 -1.41  0.006
H11 2.32 -2.55 -1.71  -0.001
C4 -0.44 3.07 -3.25  0.024
H12 -0.40 4.15 -3.44  0.003
H13 0.23 2.57 -3.97  -0.014
H14 -1.46 2.71 -3.45  -0.009
C5 -1.04 3.58 -0.49  0.015
H15 -0.74 3.46 0.57  -0.002
H16 -1.01 4.65 -0.76  0.006
H17 -2.08 3.22 -0.57  -0.001
C6 1.66 3.39 -1.35  0.017
H18 2.42 2.89 -1.98  -0.004
H19 1.63 4.46 -1.62  0.008
H20 2.00 3.29 -0.31  -0.001
H21 0.94 0.25 -2.65  0.550
H22 -1.37 0.25 -2.63  0.532
C7 0.96 1.65 2.49  0.000
N1 0.44 0.40 3.02  0.003
C8 0.90 -0.27 4.13  0.003
C9 0.15 -1.35 4.32  0.006
N2 -0.77 -1.39 3.29  0.011
C10 -1.82 -2.39 3.13  -0.003
C11 -0.62 -0.28 2.48  0.023
Se1 -1.76 0.44 1.19  0.089
H23 0.10 2.30 2.25  -0.003
H24 1.58 1.47 1.61  -0.001
H25 1.63 2.07 3.24  0.000
H26 1.69 0.18 4.69  0.001
H27 0.16 -2.04 5.14  0.001
H28 -1.37 -3.40 3.05  0.000
H29 -2.51 -2.36 3.99  0.000
H30 -2.40 -2.17 2.23  0.001

charge: +1
orbital gap (alpha / beta): 7.141 / 6.782 eV
spin multiplicity: 3
ΔE to the lowest compared entry with this formula, charge and spin: 0.0 kcal/mol
HOMO (alpha / beta): -8.935 / -10.887 eV

Which E belongs to each record? In order, -9811.6430 -71974.6865 -42037.5434 -45096.4265 -14560.0876 -29096.6752 -93818.7852 -102481.7442 eV.
Which M belongs to each record? In order, 99.09 715.71 210.39 304.76 126.10 152.28 505.58 528.25 g mol⁻¹.